1.
# C26H40N6PdSi2

C26H40N6PdSi2 as an isolated structure (ωB97M-V/def2-TZVPD, the Open Molecules 2025 dataset).

Its energy above the lowest of the compared OMol25 structures with the same formula, charge and spin is 0.0000 eV. As for the total energy: -55774.1213 eV. As for the orbital gap (spin up / spin down): 7.708 / 7.706 eV. As for the total charge: +2. The calculation puts the lowest unoccupied orbital energy (spin up / spin down) at -5.773 / -5.775 eV.

Atoms and positions in Å:
Pd (0.0413, -0.7258, 0.4380)
C (-0.7391, 1.2205, 2.7391)
Si (-1.6809, -0.3929, 2.8011)
C (-2.1830, -0.7171, 4.5503)
C (-3.1739, -0.3561, 1.7084)
C (-0.5273, -1.7591, 2.1364)
C (-1.1742, -2.8511, 1.3642)
C (-1.8974, -3.9479, 1.8047)
C (-2.3937, -4.8122, 0.8456)
C (-2.1740, -4.5471, -0.5071)
C (-1.4610, -3.4233, -0.8589)
N (-0.9624, -2.5983, 0.0712)
Si (1.3327, -1.8768, 2.4246)
C (2.0784, -3.2641, 1.4339)
C (1.5491, -2.3113, 4.2167)
C (2.2302, -0.2614, 2.0932)
H (-1.4661, 2.0343, 2.6648)
H (-0.0373, 1.3519, 1.9088)
H (-0.1668, 1.3583, 3.6606)
H (-2.7965, 0.1126, 4.9151)
H (-1.3186, -0.8084, 5.2120)
H (-2.7780, -1.6296, 4.6391)
H (-3.7860, 0.5192, 1.9418)
H (-3.7880, -1.2440, 1.8849)
H (-2.9331, -0.3209, 0.6434)
H (-2.0555, -4.1099, 2.8633)
H (-2.9525, -5.6910, 1.1406)
H (-2.5523, -5.2043, -1.2773)
H (-1.2781, -3.1711, -1.8963)
H (1.3885, -4.1078, 1.3491)
H (2.9685, -3.6238, 1.9587)
H (2.3818, -2.9820, 0.4229)
H (1.1073, -3.2904, 4.4217)
H (1.0538, -1.5784, 4.8593)
H (2.6029, -2.3511, 4.5109)
H (1.9883, 0.3303, 1.1968)
H (3.2848, -0.5433, 2.0135)
H (2.1089, 0.4096, 2.9446)
N (-1.8966, 9.6065, -1.5313)
C (-1.8281, 8.4602, -1.5322)
C (-1.7308, 7.0189, -1.5329)
C (-2.4355, 6.2698, -2.4683)
C (-2.3343, 4.8887, -2.4719)
C (-1.5348, 4.2621, -1.5312)
C (-0.8383, 4.9986, -0.5860)
C (-0.9320, 6.3789, -0.5913)
N (-1.4271, 2.8273, -1.5334)
C (-2.3126, 1.9339, -2.1016)
C (-1.8170, 0.6990, -1.8497)
N (-0.6285, 0.8011, -1.1473)
C (-0.4384, 2.0954, -0.9780)
H (-3.0568, 6.7690, -3.1990)
H (-2.8678, 4.3221, -3.2221)
H (-0.2452, 4.5156, 0.1781)
H (-0.3945, 6.9626, 0.1433)
H (-3.2180, 2.2437, -2.5917)
H (-2.2348, -0.2546, -2.1268)
H (0.4118, 2.5420, -0.4898)
N (3.6613, -1.4116, -3.9623)
C (3.9966, -0.1944, -3.1263)
C (2.7747, 0.1907, -2.3044)
N (2.2581, -0.9002, -1.4895)
C (1.9590, -2.0676, -2.3072)
C (3.1489, -2.5575, -3.1154)
H (4.4776, -1.7067, -4.4984)
H (2.9456, -1.1576, -4.6459)
H (4.3142, 0.5934, -3.8068)
H (4.8377, -0.4817, -2.4964)
H (1.9702, 0.5253, -2.9679)
H (3.0385, 1.0393, -1.6738)
H (2.9180, -1.1367, -0.7550)
H (1.1423, -1.7951, -2.9860)
H (1.5936, -2.8819, -1.6828)
H (2.9045, -3.3796, -3.7855)
H (3.9775, -2.8552, -2.4734)

Atomic forces in eV per Å
Pd -0.82 -0.32 -0.46
C 0.15 0.23 -0.03
Si 0.14 -0.31 0.17
C -0.05 -0.10 0.24
C -0.26 -0.02 -0.20
C 0.44 0.55 -0.82
C 0.21 0.18 0.39
C -0.07 -0.07 -0.05
C 0.00 0.00 -0.04
C -0.04 -0.06 0.06
C 0.05 0.22 -0.06
N 0.15 0.13 0.02
Si -0.38 -0.79 0.94
C 0.16 -0.20 -0.23
C 0.20 0.14 0.22
C -0.11 0.26 -0.08
H 0.04 0.01 0.06
H -0.07 0.01 -0.03
H -0.02 0.03 -0.04
H 0.02 -0.05 0.00
H -0.05 0.00 0.00
H 0.03 0.04 0.02
H -0.01 -0.05 0.00
H -0.01 0.04 -0.04
H -0.01 0.03 0.01
H 0.00 0.00 -0.03
H 0.00 0.02 -0.01
H 0.00 -0.01 0.03
H 0.01 0.02 0.01
H 0.04 0.01 0.01
H -0.03 -0.01 -0.06
H -0.03 -0.02 0.01
H 0.01 0.04 0.00
H 0.03 -0.06 0.02
H -0.07 -0.01 -0.01
H 0.05 -0.01 -0.06
H 0.01 0.10 -0.02
H 0.07 0.00 -0.03
N 0.00 -0.07 0.00
C 0.02 -0.17 -0.01
C -0.02 0.23 0.01
C -0.04 -0.02 -0.05
C -0.01 0.10 -0.10
C 0.04 -0.35 0.00
C -0.01 0.09 0.12
C 0.05 -0.02 0.04
N -0.10 0.19 -0.06
C -0.03 0.16 0.10
C 0.23 -0.26 0.04
N -0.06 0.21 -0.01
C 0.08 -0.02 -0.09
H 0.01 0.00 0.01
H 0.02 0.00 0.01
H -0.01 -0.01 -0.01
H -0.01 0.00 0.00
H 0.03 0.01 0.02
H 0.00 0.01 0.04
H -0.02 -0.01 0.02
N -0.04 0.01 0.15
C 0.02 -0.15 -0.13
C -0.10 0.01 0.05
N 0.23 -0.09 -0.09
C -0.12 0.10 0.02
C 0.15 0.11 -0.12
H 0.05 -0.01 0.00
H -0.03 0.01 -0.03
H -0.01 0.02 0.00
H 0.00 0.01 0.02
H 0.00 0.03 0.02
H 0.00 -0.01 0.01
H -0.04 -0.02 0.05
H -0.01 -0.04 0.02
H 0.01 -0.01 0.03
H -0.03 0.00 0.00
H 0.00 -0.02 0.01

2.
# C26H41BN11PPd

C26H41BN11PPd as an isolated structure (ωB97M-V/def2-TZVPD, the Open Molecules 2025 dataset).

Its energy above the lowest of the compared OMol25 structures with the same formula, charge and spin is 0.4595 eV. As for the total energy: -57467.3362 eV. As for the orbital gap (spin up / spin down): 5.452 / 6.916 eV. Its spin multiplicity is 2. As for the total charge: -1. The calculation puts the lowest unoccupied orbital energy (spin up / spin down) at 2.783 / 2.782 eV.

Atoms and positions in Å:
Pd (-0.5705, 0.2504, 1.3158)
C (1.6022, -0.6759, 4.5210)
C (2.3800, -0.7303, 3.2476)
C (3.7593, -0.9590, 3.0691)
C (3.9387, -0.9015, 1.7091)
N (2.7404, -0.6651, 1.1312)
N (1.7817, -0.5570, 2.0844)
B (2.5180, -0.4090, -0.3686)
N (2.1529, 1.0727, -0.6117)
C (2.6181, 1.9804, -1.4876)
C (1.9482, 3.1665, -1.2766)
C (1.0673, 2.8855, -0.2175)
C (0.0844, 3.7754, 0.4671)
N (1.1920, 1.6225, 0.1618)
N (1.4365, -1.3438, -0.9505)
C (1.1975, -1.6434, -2.2430)
C (0.1330, -2.5184, -2.2899)
C (-0.2376, -2.6804, -0.9369)
C (-1.2803, -3.5600, -0.3280)
N (0.5397, -1.9549, -0.1502)
N (3.8336, -0.7559, -1.1171)
C (4.2272, -1.9960, -1.4714)
C (5.5569, -1.9454, -1.8191)
C (5.9093, -0.5932, -1.6298)
C (7.2303, 0.0653, -1.8663)
N (4.8743, 0.1079, -1.1979)
H (2.1775, -1.1204, 5.3347)
H (0.6563, -1.2064, 4.4258)
H (1.3620, 0.3529, 4.7973)
H (4.5012, -1.1436, 3.8274)
H (4.8280, -1.0078, 1.1117)
H (3.4142, 1.7294, -2.1651)
H (2.0864, 4.0989, -1.7970)
H (0.5867, 4.5846, 1.0021)
H (-0.4926, 3.1883, 1.1840)
H (-0.6058, 4.2370, -0.2441)
H (1.8111, -1.2296, -3.0276)
H (-0.3051, -2.9756, -3.1614)
H (-0.9031, -4.5765, -0.1900)
H (-2.1774, -3.6302, -0.9459)
H (-1.5621, -3.1692, 0.6505)
H (3.5339, -2.8201, -1.4405)
H (6.1798, -2.7537, -2.1619)
H (8.0084, -0.6794, -2.0350)
H (7.5178, 0.6738, -1.0087)
H (7.1985, 0.7197, -2.7394)
C (-3.6444, 0.0100, 4.5384)
C (-3.1507, -0.2523, 3.1156)
C (-3.8386, -1.4945, 2.5516)
C (-1.6267, -0.4057, 3.0291)
H (-4.7330, 0.1227, 4.5890)
H (-3.1919, 0.9167, 4.9463)
H (-3.3592, -0.8199, 5.1928)
H (-3.4688, 0.6029, 2.4998)
H (-3.6675, -2.3488, 3.2148)
H (-3.4128, -1.7532, 1.5812)
H (-4.9204, -1.3694, 2.4397)
H (-1.3751, -1.4621, 3.2117)
H (-1.1517, 0.1617, 3.8431)
C (-2.9460, 0.1917, -3.3975)
N (-3.8791, -0.1247, -2.3172)
C (-4.7027, 1.0516, -2.0644)
N (-3.9472, 2.2652, -1.7681)
C (-3.0078, 2.4979, -2.8632)
N (-2.1264, 1.3750, -3.1562)
C (-1.1854, 1.1422, -2.0502)
P (-2.0070, 0.7569, -0.4379)
C (-3.1558, -0.5289, -1.1018)
C (-3.2408, 2.1390, -0.4862)
H (-3.5330, 0.3644, -4.3054)
H (-2.2877, -0.6646, -3.5599)
H (-5.3765, 0.8407, -1.2306)
H (-5.3039, 1.2402, -2.9597)
H (-2.3971, 3.3723, -2.6257)
H (-3.5930, 2.7139, -3.7628)
H (-0.5337, 2.0121, -1.9353)
H (-0.5367, 0.2973, -2.2970)
H (-3.8773, -0.7983, -0.3283)
H (-2.5652, -1.4184, -1.3180)
H (-2.7334, 3.0797, -0.2613)
H (-3.9725, 1.9772, 0.3117)

Atomic forces in eV per Å
Pd 0.23 0.29 -0.18
C 0.01 0.00 0.11
C -0.07 -0.06 0.03
C -0.07 0.01 0.00
C 0.04 -0.06 -0.08
N 0.03 0.01 0.22
N -0.10 0.17 -0.25
B 0.18 -0.01 -0.20
N -0.10 0.07 0.04
C 0.06 0.01 -0.11
C 0.02 -0.04 0.03
C -0.04 0.00 0.07
C -0.05 0.07 0.02
N -0.10 -0.12 0.02
N -0.30 0.05 0.22
C 0.09 -0.05 -0.13
C 0.03 0.10 0.06
C 0.00 -0.03 0.00
C -0.10 -0.06 0.03
N 0.19 -0.32 -0.07
N 0.01 0.13 0.09
C -0.05 -0.14 -0.02
C -0.06 0.10 0.02
C 0.01 -0.04 -0.02
C 0.07 0.01 -0.01
N 0.03 -0.01 0.04
H -0.01 0.01 0.01
H 0.02 -0.02 -0.04
H 0.03 0.02 -0.01
H 0.03 0.00 0.00
H 0.04 -0.01 0.02
H -0.01 0.02 -0.01
H 0.01 0.02 -0.01
H 0.01 -0.02 0.00
H 0.01 0.00 0.00
H 0.01 -0.01 -0.03
H -0.02 -0.01 -0.02
H -0.01 0.00 -0.03
H 0.02 0.01 0.01
H 0.01 0.03 -0.04
H 0.02 0.03 -0.01
H 0.02 -0.02 0.00
H 0.01 -0.02 0.00
H -0.01 -0.01 0.01
H -0.01 0.01 0.00
H -0.01 0.00 -0.01
C 0.02 -0.01 0.07
C 0.01 -0.04 -0.14
C 0.04 -0.01 0.02
C -0.27 -0.07 0.11
H -0.03 -0.01 -0.02
H 0.01 0.01 -0.02
H 0.00 -0.01 -0.01
H 0.06 0.00 0.04
H 0.01 0.00 0.01
H 0.00 0.00 -0.04
H -0.01 0.03 0.01
H 0.04 0.00 -0.01
H -0.04 0.08 -0.03
C -0.02 0.00 -0.02
N 0.00 -0.03 -0.02
C -0.04 -0.01 -0.03
N -0.05 0.03 0.01
C 0.01 0.04 -0.04
N 0.01 -0.02 -0.05
C 0.00 -0.01 -0.09
P 0.30 -0.12 0.53
C -0.05 -0.01 -0.10
C -0.03 0.03 0.07
H 0.01 0.00 0.00
H -0.01 0.00 0.01
H 0.00 0.00 0.00
H 0.00 0.00 0.01
H -0.01 0.00 0.00
H 0.01 0.00 0.00
H -0.06 -0.03 0.00
H -0.02 0.03 -0.01
H -0.03 0.01 0.02
H 0.01 -0.05 -0.02
H 0.01 0.02 -0.01
H 0.00 0.00 -0.01

3.
# C26H41DyN7O3Sb

C26H41DyN7O3Sb as an isolated structure (ωB97M-V/def2-TZVPD, the Open Molecules 2025 dataset).

Its energy above the lowest of the compared OMol25 structures with the same formula, charge and spin is 0.0313 eV. As for the total energy: -74808.5841 eV. As for the orbital gap (spin up / spin down): 6.243 / 6.283 eV. Its spin multiplicity is 6. As for the total charge: +2. The calculation puts the lowest unoccupied orbital energy (spin up / spin down) at -6.630 / -6.590 eV.

Atoms and positions in Å:
Dy (8.8028, 10.2652, 10.1845)
O (10.3306, 7.6917, 15.1496)
C (10.9864, 8.8483, 15.0635)
C (11.8514, 9.0251, 16.1507)
C (12.4840, 10.2367, 16.2349)
C (12.4354, 11.2154, 15.2479)
C (11.6223, 11.0023, 14.1697)
C (10.8325, 9.8212, 14.0712)
C (10.0621, 9.5902, 12.8634)
O (10.1616, 10.3833, 11.8307)
N (9.3244, 8.4958, 12.8471)
N (8.8233, 8.3033, 11.5994)
C (8.2053, 7.2205, 11.3709)
C (7.6122, 7.1041, 10.0351)
C (7.0733, 5.9551, 9.4951)
C (6.4599, 5.9642, 8.2646)
C (6.3744, 7.2179, 7.6414)
C (6.9177, 8.3317, 8.1949)
N (7.5426, 8.3066, 9.3602)
H (9.7287, 7.6021, 14.4146)
H (11.8727, 8.2412, 16.9077)
H (13.1777, 10.4402, 17.0476)
H (13.0559, 12.0978, 15.3215)
H (11.6336, 11.6859, 13.3763)
H (8.1200, 6.4506, 12.1177)
H (7.0884, 5.0302, 10.0760)
H (5.9708, 5.0985, 7.8658)
H (5.8891, 7.2736, 6.6732)
H (6.9215, 9.2879, 7.6628)
C (7.9544, 14.4847, 11.6284)
C (8.6363, 13.1459, 11.8590)
O (7.7844, 12.0296, 11.5005)
C (6.6123, 11.9402, 12.3482)
C (5.8384, 10.7125, 11.8665)
H (8.7201, 15.2640, 11.4924)
H (7.2939, 14.7649, 12.4576)
H (7.3446, 14.5000, 10.7359)
H (8.9442, 13.0877, 12.9278)
H (9.5234, 13.0454, 11.1869)
H (6.0304, 12.8460, 12.2319)
H (6.9240, 11.8496, 13.3703)
H (5.5684, 10.8047, 10.8194)
H (4.9388, 10.6105, 12.4523)
H (6.3780, 9.7677, 12.0633)
C (11.3061, 8.9312, 8.9540)
N (10.5135, 10.1614, 8.5028)
C (10.1928, 9.9810, 7.0236)
N (11.4198, 9.8278, 6.2345)
C (12.1151, 8.5975, 6.7402)
N (12.5061, 8.7706, 8.1470)
C (13.3756, 9.9130, 8.2847)
N (12.6915, 11.1332, 7.8148)
C (11.5058, 11.3566, 8.6125)
C (12.3182, 10.9783, 6.4009)
H (10.7053, 8.0196, 8.8309)
H (11.6261, 9.0187, 10.0096)
H (9.6483, 10.8348, 6.6706)
H (9.5947, 9.1028, 6.9032)
H (13.0307, 8.4811, 6.1456)
H (11.4754, 7.6888, 6.6746)
H (14.2816, 9.7665, 7.7328)
H (13.6977, 10.0111, 9.3116)
H (10.9603, 12.2586, 8.2619)
H (11.7702, 11.5166, 9.6816)
H (13.2220, 10.7892, 5.8108)
H (11.8721, 11.9022, 6.0470)
C (8.0257, 14.8169, 7.9264)
Sb (7.4716, 12.7443, 7.7875)
C (7.4450, 12.5162, 5.6054)
C (5.3306, 12.8866, 8.1752)
H (7.3197, 15.5155, 7.4166)
H (9.0198, 14.9959, 7.4773)
H (8.0852, 15.0832, 8.9771)
H (6.7132, 13.2570, 5.2333)
H (7.0971, 11.4833, 5.2850)
H (8.4398, 12.7044, 5.1792)
H (4.9365, 13.7087, 7.5385)
H (5.1959, 13.1918, 9.2347)
H (4.8815, 11.9045, 8.0250)

Atomic forces in eV per Å
Dy -0.64 0.32 0.17
O 0.10 -0.29 0.19
C -0.17 -0.71 1.08
C -0.40 0.89 -0.27
C 1.42 -0.21 1.01
C -0.44 0.02 -0.51
C -0.03 -1.06 0.80
C 0.60 0.88 -0.59
C 0.62 -0.31 0.94
O -0.10 0.02 -0.09
N 0.05 -0.08 -0.52
N -0.13 0.56 0.49
C -0.21 -0.45 -0.72
C -0.35 1.43 -0.48
C 0.12 -1.08 1.01
C -0.18 1.84 0.06
C -0.84 -1.74 -1.42
C 0.56 0.70 -0.25
N 0.51 -0.55 0.93
H -0.55 -0.06 -0.78
H 0.21 0.33 -0.22
H -0.26 -0.21 0.14
H -0.09 0.00 0.02
H -0.24 0.88 -1.05
H -0.04 -0.32 0.16
H 0.18 0.30 -0.11
H 0.05 -0.30 -0.25
H -0.01 0.16 0.10
H -0.22 -0.22 0.13
C 0.12 0.35 0.26
C 0.50 0.36 -0.27
O 0.16 0.07 0.28
C -0.27 -0.92 -1.17
C 0.54 0.07 0.69
H -0.26 -0.21 0.27
H 0.32 0.01 -0.10
H -0.14 -0.23 -0.29
H 0.00 -0.39 -0.76
H -0.45 0.08 0.64
H -0.16 0.14 -0.06
H 0.25 -0.10 0.62
H -0.09 0.00 -0.22
H -0.47 0.05 0.05
H 0.09 0.35 -0.20
C 0.84 0.06 -0.42
N 0.62 0.13 0.38
C 1.83 0.36 0.21
N -0.67 -0.95 0.43
C 0.20 0.54 -0.06
N -0.63 -0.80 -0.04
C -0.44 0.53 0.02
N -0.06 0.32 0.46
C -0.34 -0.03 -0.15
C 0.25 -0.62 0.42
H -0.17 0.27 0.04
H -0.40 0.24 -0.35
H -0.31 0.58 -0.04
H -0.45 -0.67 0.00
H -0.32 -0.21 0.11
H 0.31 0.74 -0.25
H 0.40 -0.10 -0.63
H -0.19 0.23 0.46
H 0.29 -0.48 0.04
H -0.12 -0.34 -0.57
H -0.15 0.08 0.14
H -0.28 0.04 -0.08
C 0.04 0.56 -0.62
Sb -0.32 -0.09 -0.39
C -0.65 -0.70 0.07
C 0.65 0.86 0.34
H 0.34 -0.77 0.37
H -0.42 -0.28 0.19
H 0.00 0.08 -0.04
H 0.47 -0.35 0.08
H 0.44 1.23 0.52
H -0.33 0.01 0.18
H 0.01 -0.87 0.29
H 0.08 -0.23 -0.60
H -0.18 0.29 -0.22

- What is the total charge in the second record?
  -1

- What is the formula in the second record?
  C26H41BN11PPd